*1*
A cluster of 2 separate species, C4H7N3O3 in total, computed with the ωB97M-V functional and the def2-TZVPD basis.

## Properties
Net charge: 0
SMILES string: Nc1cn[nH]c1.O=C(O)O
E_HOMO in eV: -8.35
Orbital gap in eV: 8.9

Bonds (Å) are listed after each position.
Geometry (Å):
1 C 1.2223 0.1666 1.0236  C2 1.416, C3 1.377, N12 1.410
2 C -0.1309 0.4403 0.7092  C1 1.416, H7 1.091, N13 1.324
3 C 1.5205 1.0661 2.0229  C1 1.377, H9 1.087, N14 1.358
4 C -1.8588 -0.8825 -2.7818  O15 1.338, O16 1.354, O17 1.197
5 H 1.5595 -1.5630 0.0312  N12 1.016
6 H 2.8053 -1.0904 1.0158  N12 1.015
7 H -0.7515 -0.0580 -0.0365  C2 1.091
8 H 0.2455 2.5337 2.8987  N14 1.010
9 H 2.4360 1.2461 2.5808  C3 1.087
10 H -1.5081 0.6352 -1.7315  O15 0.947
11 H -1.8688 -2.4340 -1.7645  O16 0.956
12 N 2.0722 -0.7647 0.3934  C1 1.410, H5 1.016, H6 1.015
13 N -0.6263 1.4200 1.4493  C2 1.324, N14 1.335
14 N 0.3884 1.7841 2.2369  C3 1.358, H8 1.010, N13 1.335
15 O -1.6812 0.4362 -2.6414  C4 1.338, H10 0.947
16 O -1.7232 -1.5060 -1.5872  C4 1.354, H11 0.956
17 O -2.1008 -1.4297 -3.8191  C4 1.197

*2*
A cluster of 2 separate species, C4H7N3O3 in total, computed with the ωB97M-V functional and the def2-TZVPD basis.

## Properties
Net charge: 0
SMILES string: O=CNCc1ncno1.O
E_HOMO in eV: -10.48
Orbital gap in eV: 10.8

Bonds (Å) are listed after each position.
Geometry (Å):
1 O 3.3738 -0.1312 6.8213  C2 1.221
2 C 2.3737 -0.2053 6.1255  O1 1.221, N3 1.418, H10 1.106
3 N 1.8815 0.8819 5.3602  C2 1.418, C4 1.439, H11 1.011
4 C 2.4979 2.1812 5.3978  N3 1.439, C5 1.497, H12 1.099, H13 1.098
5 C 2.2675 2.8992 6.6908  C4 1.497, N6 1.300, O9 1.323
6 N 1.4173 2.6427 7.6399  C5 1.300, C7 1.369
7 C 1.7104 3.5996 8.5742  N6 1.369, N8 1.299, H14 1.087
8 N 2.6445 4.4234 8.2044  C7 1.299, O9 1.381
9 O 3.0411 3.9339 6.9754  C5 1.323, N8 1.381
10 H 1.8899 -1.1631 5.8567  C2 1.106
11 H 1.2115 0.6883 4.6282  N3 1.011
12 H 3.5836 2.1006 5.2456  C4 1.099
13 H 2.0967 2.8026 4.5859  C4 1.098
14 H 1.2236 3.6779 9.5430  C7 1.087
15 H -0.3076 0.4561 6.5431  O16 1.013
16 O -0.2810 0.3861 7.5537  H15 1.013, H17 0.980
17 H 0.3085 1.1345 7.7846  O16 0.980

Stability, lowest: *2*